Here is C42H51ClNO4PPt as an isolated structure from OMol25. Energies are from the ωB97M-V functional and the def2-TZVPD basis.

Results
- Relative energy (zero: lowest compared OMol25 entry of this formula, charge and spin): 21.8 kcal/mol
- Gap between HOMO and LUMO: 0.2681 Eh
- HOMO level: -7.5 eV
- Molecular weight: 895.38 g mol⁻¹
- Multiplicity: 1

Each line ends with the Mulliken charge.
Positions of all 101 atoms, in Å:
H  5.32685  -2.47795  3.64087  0.365
H  -2.85017  2.69331  2.70034  0.511
C  -1.01187  -1.45449  -4.72536  0.710
H  1.15276  0.57868  3.26428  0.191
O  0.11524  0.92197  1.02823  -1.556
P  -1.12995  0.42706  1.71244  0.161
H  -1.12663  -4.58228  -6.08888  0.418
H  1.84123  0.04865  -4.93532  0.370
C  2.48532  -1.96647  1.85703  0.654
H  -0.13785  -3.24264  -6.69853  0.315
H  1.47138  -0.90028  5.26752  0.500
H  -1.11664  -2.74780  -1.64921  0.790
C  -0.98464  0.86081  3.48441  0.478
H  -0.73108  3.45004  1.75961  0.268
C  -2.94909  -2.84684  -0.49412  -1.285
O  0.63446  0.53061  -2.11840  -0.681
C  0.88420  -0.08012  -4.43297  -1.144
C  -2.75827  2.71330  1.61142  -2.134
H  -2.79561  -1.03625  5.80091  0.449
C  3.77008  2.23664  -1.24456  -0.075
H  6.68974  0.72186  0.72601  0.324
O  1.92392  -1.20807  -2.59230  -0.756
H  -3.71412  3.09685  1.24593  0.551
C  -3.16645  -0.85544  -3.84460  -0.772
C  -2.83161  -3.00110  -4.88086  -0.784
H  -1.58157  0.81748  -0.83581  -1.001
C  -2.13941  0.47782  4.42512  -1.425
C  4.65361  -2.04640  2.91199  -1.022
H  -3.47556  0.71338  1.34568  1.109
C  -1.63601  -2.17767  -0.87563  0.756
H  7.12115  2.62267  -0.78302  0.440
H  -4.60484  -2.48910  0.85821  0.481
H  1.69495  2.39833  -1.78893  -0.024
C  2.89322  -0.92455  1.02198  -0.620
H  -0.99348  1.95243  3.39052  0.582
C  -3.65010  -2.03334  0.58634  -0.651
C  0.40684  0.51273  4.05906  -1.023
H  -0.36819  2.99152  -0.44187  -0.522
C  5.88758  1.17098  0.15998  -1.245
Pt  1.78535  -0.11875  -0.35822  2.468
H  -3.33579  0.80773  -0.95480  0.052
H  0.16957  -1.44636  0.05124  -1.944
C  -2.59775  1.29345  1.04729  0.613
H  0.23755  -3.95329  -5.14351  0.279
H  -2.69349  -2.91590  2.27626  0.629
C  4.16857  4.45586  -2.90370  -0.591
H  -3.59301  -2.95621  -1.36836  0.307
C  -0.72358  -2.03499  0.33194  0.475
C  -0.62957  -1.00981  5.78198  -1.292
H  1.47863  -2.35890  1.77426  0.132
C  2.88120  3.90861  -2.72875  -1.028
H  -2.16435  2.70055  -2.12634  0.616
H  0.47652  -1.65746  4.05519  -0.031
H  -0.35186  -3.02685  0.60930  0.783
H  -2.17717  1.22873  5.22215  0.483
H  0.65916  1.29327  4.78491  0.543
H  -3.23336  -3.96054  -5.18159  0.381
C  -1.50285  -2.70319  -5.13064  0.909
H  -1.17920  4.51907  -0.76787  0.617
C  -1.98105  -0.88970  5.08781  -0.354
H  4.30618  5.31189  -3.55126  0.382
H  -2.06894  -1.69160  4.34857  0.045
H  -3.28997  -1.30428  2.59086  0.330
H  -0.74012  -1.71160  2.42552  -0.205
H  -3.81273  -0.14994  -3.33835  0.457
C  -1.35554  -1.39639  1.57748  1.807
C  4.57448  0.64995  0.27316  1.380
C  -1.83173  -0.54379  -4.07648  -0.294
O  0.28928  -1.21259  -5.03703  -0.476
C  4.21366  -0.45951  1.15510  0.750
H  -1.93259  4.68112  1.42685  0.549
C  -2.48781  1.33230  -0.50841  0.757
C  -3.65493  -2.07891  -4.24916  0.109
H  -3.88110  -1.04169  0.18510  0.106
H  -0.55003  -0.23853  6.55735  0.376
C  -0.58615  -3.68024  -5.80540  -1.477
H  -3.10101  0.54663  3.90715  0.391
C  5.23417  3.91015  -2.24769  -0.871
H  -0.54584  -1.97495  6.28640  0.468
C  5.05641  2.79589  -1.39794  1.003
H  -2.75138  -3.85847  -0.11853  0.421
C  1.16157  -0.29399  -2.94618  0.703
H  -3.35801  3.27017  -0.97628  0.403
Cl  -5.32232  -2.48813  -3.94422  -0.242
H  2.03809  4.35494  -3.24129  0.478
H  -1.84024  -1.19869  -1.31019  -0.934
C  -2.78474  -1.91550  1.83854  -1.876
N  3.56737  1.15563  -0.42645  -0.172
H  3.00871  -3.32190  3.42992  0.468
H  6.22842  4.32636  -2.35994  0.394
C  -1.63446  3.65922  1.18186  -0.633
H  -1.44402  0.40062  -3.71656  0.176
C  3.35143  -2.51663  2.79015  -0.749
C  0.49908  -0.83303  4.77410  -0.050
C  -2.39611  2.75527  -1.06000  -1.460
H  6.09552  -0.65016  2.18964  0.343
H  0.28001  0.81739  -4.58771  0.452
C  5.08229  -1.01931  2.09025  -0.729
C  6.12285  2.21499  -0.67313  -0.847
C  -1.31058  3.53102  -0.32248  0.104
C  2.67792  2.82463  -1.91946  0.415



Here is C42H51F3FeN8O3Sb as an isolated structure in a non-equilibrium geometry from OMol25. Energies are from the ωB97M-V functional and the def2-TZVPD basis.

Results
- Relative energy (zero: lowest compared OMol25 entry of this formula, charge and spin): 5.7 kcal/mol
- <S²>: 6.01
- Gap between HOMO and LUMO (alpha / beta): 0.2829 / 0.2603 Eh
- HOMO level (alpha / beta): -10.1 / -10.1 eV
- Molecular weight: 950.52 g mol⁻¹
- Multiplicity: 5
- Net charge: +1

Each line ends with the Löwdin spin population.
Positions of all 109 atoms, in Å:
C  -18.24777  -9.76500  15.02728  0.001
H  -12.89326  -7.88783  21.98892  0.000
C  -6.37985  -3.54831  15.10593  0.000
H  -10.37493  -9.66492  16.61564  0.000
N  -11.51393  -11.28056  17.38528  0.008
H  -19.87926  -8.65426  14.07295  0.000
C  -13.13098  -12.89240  15.55012  0.001
N  -15.48801  -7.17531  20.97606  0.011
O  -15.91483  -9.50777  14.52308  0.011
H  -17.15238  -6.05502  19.00276  0.000
C  -12.24437  -5.69747  12.22836  0.000
H  -6.71049  -6.84046  14.42709  0.000
H  -18.99900  -10.57231  18.27375  0.000
H  -9.77900  -12.09852  17.96828  0.000
C  -9.94607  -3.48023  16.11245  0.000
C  -10.09756  -3.36265  17.51139  0.000
H  -14.98397  -14.02182  17.17210  0.000
H  -10.40156  -9.82798  18.36705  0.000
C  -13.80221  -6.21257  17.94341  0.012
C  -17.92856  -12.29610  14.26698  0.000
C  -11.44215  -5.65265  11.05945  0.000
H  -18.10543  -7.16353  16.08672  0.000
C  -10.56950  -2.18683  18.09418  0.000
H  -9.93059  -11.91572  16.17778  0.000
H  -12.20015  -12.48147  20.22659  0.000
C  -4.29081  -4.57454  14.47820  0.000
Fe  -14.47058  -9.28431  17.65431  3.671
C  -12.81888  -11.59608  17.63014  0.016
H  -10.67831  -2.24519  19.16765  0.000
C  -15.75408  -5.82630  21.50089  0.001
C  -5.04067  -3.45475  14.81888  0.000
C  -12.30236  -11.47098  20.51605  0.002
H  -11.30250  -9.25231  22.89373  0.000
H  -10.13222  -2.29646  14.24890  0.000
H  -12.16646  -5.84020  14.32564  0.000
C  -19.09636  -10.30247  16.15919  0.000
C  -11.55835  -5.60817  13.46123  0.000
C  -13.44553  -9.27773  20.30661  0.006
H  -13.22783  -13.94740  15.52643  0.000
H  -13.34491  -5.81631  12.19541  0.000
N  -14.98235  -6.39406  18.82903  0.007
C  -10.09762  -5.37120  11.06025  0.000
H  -17.00807  -7.95188  22.11875  0.000
H  -13.73178  -5.17107  17.55401  0.001
N  -16.33927  -9.56428  16.84193  0.047
C  -7.05450  -4.75729  14.90589  0.000
C  -6.28181  -5.86883  14.52437  0.000
H  -8.41345  -5.19777  12.32253  0.000
H  -10.57225  -0.18933  15.38070  0.000
H  -4.33086  -6.68476  13.98762  0.000
N  -13.53532  -10.83771  18.47614  0.056
H  -16.86816  -12.41081  14.50937  0.000
H  -10.87633  -13.26790  17.08025  0.000
N  -13.47816  -12.51147  16.90466  0.017
C  -18.80230  -8.46350  14.36690  0.000
O  -20.31441  -10.50785  16.07482  0.001
C  -16.24696  -5.94364  18.31853  0.001
F  -11.27719  0.08779  17.83378  0.000
H  -18.54330  -12.66374  15.12910  0.000
C  -18.39250  -10.87613  13.94815  0.000
C  -16.71765  -9.59261  15.47597  0.012
H  -19.48383  -10.91250  13.75161  0.000
C  -4.92249  -5.85306  14.31773  0.000
H  -9.44950  -5.45116  10.15395  0.000
C  -14.89389  -7.36642  19.80897  0.017
H  -16.56882  -6.59818  17.47636  0.001
C  -9.47044  -5.32206  12.34459  0.000
H  -14.76908  -12.85311  18.39005  0.000
H  -15.31658  -8.40769  22.69937  0.000
H  -13.86549  -12.39322  14.84260  0.001
H  -6.95981  -2.64486  15.33548  0.000
H  -16.20167  -4.91675  17.96955  0.000
C  -15.97149  -8.23552  21.85846  0.001
C  -10.18757  -5.45662  13.52317  0.000
C  -10.48988  -12.24123  17.10029  0.001
H  -14.86783  -5.21211  21.20534  0.000
H  -18.33094  -8.38702  13.33399  0.000
H  -17.96629  -10.56531  12.98673  0.000
N  -18.44682  -10.42471  17.41214  0.002
H  -13.91613  -6.89550  17.05795  0.006
C  -11.69718  -11.00958  21.65886  0.001
C  -12.80812  -8.83913  21.48352  0.001
C  -10.42788  -1.09613  15.95519  0.000
H  -16.07337  -9.12776  21.20374  0.000
H  -11.12651  -11.72779  22.25881  0.000
H  -18.39075  -6.31974  14.52708  0.000
H  -16.65203  -5.43057  21.11938  0.000
F  -2.94846  -4.48292  14.22185  0.000
H  -19.80942  -6.94299  15.47906  0.000
H  -18.22655  -12.89750  13.38435  0.000
C  -18.76467  -7.13879  15.17611  0.000
H  -15.84353  -5.95915  22.56749  0.000
C  -11.88685  -9.72340  22.12636  0.002
C  -17.19943  -9.94526  17.84170  0.009
C  -10.13806  -2.31185  15.31137  0.000
C  -13.04879  -10.55976  19.76247  0.005
H  -10.00457  -4.30127  18.13295  0.000
H  -12.10651  -12.55460  15.33398  0.000
H  -4.58067  -2.49224  14.74932  0.000
C  -11.02527  -9.92268  17.47357  0.003
F  -12.05587  -5.92066  9.89232  0.000
C  -10.75702  -1.06309  17.33455  0.000
H  -15.56448  -12.33645  16.92336  0.000
O  -16.94618  -9.97357  19.02230  0.008
H  -12.84713  -6.47611  18.44604  0.000
N  -14.20083  -8.49863  19.45628  0.050
C  -14.79393  -12.94512  17.30026  0.001
Sb  -9.08674  -5.31827  15.38829  0.000
H  -11.88196  -9.24901  17.51874  0.002



Calculated total energy / eV: -79122.57822; -111515.12514